Formula: C4H12O3
Source: the Open Molecules 2025 dataset
Level of theory: ωB97M-V/def2-TZVPD

Each atom is followed by the atoms it is bonded to, with distances in Å.
CARTESIAN COORDINATES (ANGSTROEM)
1 C 0.79269 -0.82330 0.76220  C2 1.533, H6 1.101, H7 1.088, H8 1.086
2 C -0.07976 0.31738 0.22584  C1 1.533, C3 1.536, C4 1.530, H9 1.093
3 C -1.56142 -0.08869 0.21478  C2 1.536, H10 1.089, H11 1.086, H12 1.086
4 C 0.10225 1.56038 1.09840  C2 1.530, O5 1.196, H13 1.107
5 O 0.59356 1.54931 2.18847  C4 1.196
6 H 0.31716 -1.79951 0.58279  C1 1.101
7 H 1.70575 -0.90888 0.17687  C1 1.088
8 H 0.88808 -0.83032 1.84375  C1 1.086
9 H 0.26927 0.65273 -0.75373  C2 1.093
10 H -1.93302 -0.16974 1.23538  C3 1.089
11 H -2.24328 0.59814 -0.27890  C3 1.086
12 H -1.60284 -1.04196 -0.30452  C3 1.086
13 H -0.28228 2.49849 0.65356  C4 1.107
14 O 2.58035 -4.35067 2.75131  H15 0.958, H16 0.952
15 H 2.16193 -5.21225 2.74069  O14 0.958
16 H 2.09236 -3.82450 2.12627  O14 0.952
17 O -1.47557 4.14098 -5.30661  H18 0.977, H19 0.940
18 H -0.66263 4.48254 -4.88501  O17 0.977
19 H -1.66261 3.24989 -5.07156  O17 0.940

The SMILES is CC(C)C=O.O.O. Its lowest unoccupied orbital energy is 0.420 eV. Its largest force on an atom is 1.90 eV/A. For the orbital gap, the calculation gives 10.30 eV. The energy is -385.29228 hartree.